{"formula": "C5H10O", "method": "the ωB97M-V functional and the def2-TZVPD basis", "fmax_ev_per_a": 0.4, "homo_energy_ev": -8.60, "relative_energy_kj_mol": 433.5, "e_tot_ha": -271.5875, "elements": ["C", "O", "C", "C", "C", "C", "H", "H", "H", "H", "H", "H", "H", "H", "H", "H"], "positions_angstrom": [[-2.25265, -1.51364, 0.28807], [-1.73536, -0.69154, 1.35368], [-1.23440, 0.48626, 1.13216], [1.78959, 2.06632, -0.36286], [1.45025, 0.88651, -0.87363], [1.32288, -0.36700, -0.04849], [-2.94072, -2.22771, 0.74181], [-1.42068, -2.04277, -0.18448], [-2.76748, -0.88588, -0.44447], [-1.33046, 0.68427, 0.02392], [1.98805, 2.18294, 0.70114], [1.88562, 2.95410, -0.98144], [1.25210, 0.80686, -1.94268], [0.77525, -1.15296, -0.58077], [0.80872, -0.14408, 0.89603], [2.30236, -0.77727, 0.21866]], "forces_ev_per_a": [[-0.1, -0.1, -0.2], [0.1, 0.3, 0.1], [-0.3, -0.3, -0.1], [0.0, -0.1, -0.1], [0.1, 0.2, 0.0], [0.0, -0.1, 0.0], [0.1, 0.1, -0.1], [-0.1, 0.1, 0.1], [0.1, -0.1, 0.1], [0.0, 0.0, 0.2], [-0.1, 0.0, -0.1], [0.0, -0.1, 0.1], [0.1, 0.0, 0.1], [0.1, 0.2, 0.1], [0.2, -0.1, -0.1], [-0.1, 0.0, -0.1]]}

{"formula": "C22H19Cl5IrN4OS2", "method": "the ωB97M-V functional and the def2-TZVPD basis", "fmax_ev_per_a": 0.5, "spin_multiplicity": 6, "total_charge": 2, "homo_energy_ev": [-12.52, -14.39], "relative_energy_kj_mol": 0.0, "e_tot_ha": -4345.0022, "elements": ["Ir", "C", "S", "C", "S", "N", "N", "C", "C", "C", "C", "C", "C", "N", "H", "H", "H", "H", "H", "H", "H", "H", "O", "C", "C", "C", "C", "C", "C", "C", "C", "N", "H", "H", "H", "H", "H", "H", "H", "H", "H", "H", "H", "Cl", "C", "C", "C", "Cl", "C", "Cl", "C", "Cl", "C", "Cl"], "positions_angstrom": [[-0.28988, 0.10765, -0.60093], [2.49409, 4.31980, 1.30260], [2.61676, 2.74282, 2.14621], [1.68337, 1.68388, 1.19272], [0.94902, 2.12711, -0.30648], [1.62731, 0.47767, 1.76561], [0.92529, -0.45068, 1.13280], [1.04886, -1.64862, 1.77909], [0.79078, -2.92007, 1.28886], [0.97063, -3.98865, 2.21047], [0.82097, -5.29714, 1.85779], [0.49854, -5.59857, 0.52158], [0.31796, -4.58015, -0.36212], [0.41415, -3.25904, -0.01649], [2.99006, 5.03731, 1.95278], [1.45390, 4.60509, 1.16354], [3.01004, 4.26761, 0.34550], [1.42916, -1.59670, 2.79299], [1.25075, -3.72157, 3.21960], [0.96943, -6.08567, 2.58116], [0.40656, -6.61706, 0.17553], [0.09707, -4.76989, -1.40184], [-1.24687, 0.90131, -2.66185], [-2.68041, 0.83573, -2.84876], [-3.39524, 1.97855, -2.16035], [-3.01708, 2.08682, -0.68096], [-3.27643, 0.83655, 0.11389], [-4.56512, 0.49655, 0.50219], [-4.77346, -0.57667, 1.34913], [-3.67605, -1.28696, 1.81485], [-2.42684, -0.92560, 1.36377], [-2.22364, 0.08951, 0.50716], [-0.92587, 1.74899, -2.99714], [-2.97709, -0.11890, -2.41362], [-2.89864, 0.80678, -3.91705], [-4.47009, 1.82400, -2.27894], [-3.16001, 2.92446, -2.65434], [-3.58200, 2.89986, -0.22222], [-1.96239, 2.35043, -0.58261], [-5.39470, 1.10358, 0.16542], [-5.77420, -0.83911, 1.66459], [-3.78513, -2.10290, 2.51390], [-1.54215, -1.45335, 1.69272], [2.86654, -1.83112, -0.98076], [1.33884, -1.76045, -1.75044], [0.22320, -2.36526, -1.13422], [-0.97206, -2.49952, -1.88338], [-2.35229, -3.20632, -1.14471], [-1.01957, -2.11834, -3.22177], [-2.42374, -2.41745, -4.14519], [0.08340, -1.48129, -3.80664], [-0.00528, -0.94204, -5.41560], [1.24488, -1.26764, -3.06200], [2.57656, -0.46564, -3.75788]], "forces_ev_per_a": [[0.3, 0.3, 0.2], [0.1, -0.1, -0.1], [-0.1, 0.0, 0.1], [0.0, 0.0, 0.0], [0.0, -0.3, -0.1], [0.1, 0.0, 0.0], [-0.3, 0.1, -0.1], [0.1, 0.0, 0.0], [0.0, 0.0, 0.0], [0.0, 0.0, 0.0], [0.0, 0.0, 0.0], [0.0, 0.0, 0.0], [0.0, 0.0, 0.0], [0.1, 0.0, 0.1], [0.0, 0.0, 0.0], [0.0, 0.0, 0.0], [0.0, 0.0, 0.0], [0.0, 0.0, 0.0], [0.0, 0.0, 0.0], [0.0, 0.0, 0.0], [0.0, 0.0, 0.0], [0.0, 0.0, 0.0], [-0.1, -0.1, 0.0], [-0.1, 0.0, 0.0], [0.1, 0.0, 0.0], [0.0, 0.0, 0.0], [0.0, 0.1, 0.1], [0.0, 0.0, 0.1], [0.0, 0.0, 0.0], [0.0, 0.0, 0.0], [0.0, 0.0, 0.0], [-0.1, -0.1, -0.2], [0.1, 0.0, 0.0], [0.0, 0.0, 0.0], [0.0, 0.0, 0.0], [0.0, 0.0, 0.0], [0.0, 0.0, 0.0], [0.0, 0.0, 0.0], [0.0, 0.0, 0.0], [0.0, 0.0, 0.0], [0.0, 0.0, 0.0], [0.0, 0.0, 0.0], [0.0, 0.0, 0.0], [0.0, 0.0, 0.0], [0.1, -0.1, -0.1], [0.0, 0.1, -0.2], [0.0, 0.0, 0.0], [0.0, 0.0, 0.0], [0.0, 0.0, 0.0], [0.0, 0.0, 0.0], [0.0, 0.0, 0.1], [0.0, 0.0, 0.0], [0.0, 0.0, 0.0], [0.0, 0.0, 0.0]]}

{"formula": "CH3BrCl2Si", "method": "the ωB97M-V functional and the def2-TZVPD basis", "fmax_ev_per_a": 1.2, "homo_energy_ev": [-9.00, -7.46], "relative_energy_kj_mol": 353.4, "e_tot_ha": -3823.7511, "elements": ["C", "Si", "Cl", "Cl", "Br", "H", "H", "H"], "positions_angstrom": [[2.33939, 0.67629, 0.50152], [-1.67953, -0.28278, -0.30718], [-3.47203, 0.59548, -0.50019], [-1.81302, -2.13869, 0.45859], [0.57331, 1.24352, 0.26736], [2.47359, 0.28529, 1.50561], [2.67992, 0.02778, -0.28578], [-1.10163, -0.40689, -1.63993]], "forces_ev_per_a": [[-0.6, -0.4, 0.4], [1.1, 0.4, -0.2], [-0.9, 0.4, 0.0], [-0.1, -0.7, 0.4], [0.2, 0.2, 0.1], [0.2, 0.2, 0.0], [0.2, 0.0, -0.4], [-0.1, -0.2, -0.4]]}

{"formula": "C3H20F9O19S3", "method": "the ωB97M-V functional and the def2-TZVPD basis", "fmax_ev_per_a": 2.7, "total_charge": -3, "homo_energy_ev": -2.12, "relative_energy_kj_mol": 116.3, "e_tot_ha": -3649.3651, "elements": ["C", "F", "F", "F", "S", "O", "O", "O", "C", "F", "F", "F", "S", "O", "O", "O", "C", "F", "F", "F", "S", "O", "O", "O", "O", "H", "H", "O", "H", "H", "O", "H", "H", "O", "H", "H", "O", "H", "H", "O", "H", "H", "O", "H", "H", "O", "H", "H", "O", "H", "H", "O", "H", "H"], "positions_angstrom": [[-6.38349, 18.48666, -13.74468], [-5.07643, 18.80417, -13.69061], [-6.49533, 17.46924, -14.60465], [-6.89086, 18.08897, -12.58133], [-7.36516, 20.00199, -14.40639], [-8.77144, 19.64927, -14.42336], [-6.94701, 21.03196, -13.46895], [-6.81518, 20.13702, -15.76096], [-6.22464, 14.70012, -10.07627], [-6.53254, 14.53314, -8.79787], [-7.09315, 15.54765, -10.60769], [-4.99832, 15.21662, -10.19931], [-6.33444, 13.05207, -11.02154], [-5.28045, 12.20514, -10.43684], [-7.73451, 12.67562, -10.88762], [-5.98108, 13.35824, -12.38943], [-10.13488, 16.77777, -8.64746], [-9.66541, 16.59909, -7.39365], [-9.18507, 17.19946, -9.46966], [-10.57091, 15.57860, -9.05348], [-11.57169, 17.99219, -8.54707], [-10.97695, 19.32475, -8.43262], [-12.28629, 17.72169, -9.79746], [-12.27577, 17.62421, -7.33052], [-9.53441, 14.18673, -12.27807], [-10.31621, 14.39015, -11.75451], [-9.06967, 13.48280, -11.78376], [-4.64983, 9.43991, -9.64754], [-3.80949, 9.13458, -9.99731], [-4.79858, 10.30091, -10.08114], [-3.19641, 13.52942, -13.15864], [-4.16556, 13.55548, -13.22636], [-2.93954, 14.43585, -12.96877], [-4.46001, 11.01003, -13.79657], [-5.23778, 11.44036, -13.40970], [-4.81028, 10.24829, -14.26960], [-8.91028, 10.23541, -11.06641], [-8.61126, 11.12465, -10.78127], [-8.69745, 10.20846, -12.00319], [-5.65069, 13.56980, -5.76725], [-4.81309, 14.04368, -5.76972], [-6.30055, 14.22044, -6.05614], [-5.13511, 14.78006, -14.75360], [-5.94208, 14.74179, -14.22350], [-4.75523, 15.64115, -14.55241], [-7.82303, 12.44970, -15.05083], [-7.80743, 13.35068, -14.70462], [-6.97713, 12.35076, -15.50146], [-2.57695, 11.33619, -11.53364], [-3.13306, 11.63992, -10.80413], [-2.43100, 10.40122, -11.36061], [-2.99028, 12.79491, -8.15174], [-3.63887, 12.98754, -8.84278], [-2.13788, 12.90499, -8.58476]], "forces_ev_per_a": [[-1.8, 1.6, -1.3], [-0.1, -0.4, 0.7], [0.1, -0.5, -0.1], [0.9, 0.0, 0.3], [0.6, -0.1, -0.9], [0.5, -0.1, 0.5], [-0.2, -0.2, -0.1], [0.1, 0.0, 0.7], [-0.6, -0.7, -1.3], [0.3, -0.1, 0.4], [0.1, 0.0, 0.0], [0.1, -0.1, 0.3], [1.2, 0.0, -0.3], [-1.2, 0.4, 0.7], [0.8, -0.2, 0.9], [-0.3, 0.6, -0.4], [-1.4, 0.7, 0.5], [0.7, 0.0, -0.2], [0.2, -0.2, 0.3], [0.2, -0.2, -0.2], [-0.6, 1.1, -0.6], [0.1, -0.9, -0.4], [0.5, 0.1, 0.9], [0.0, -0.6, -0.1], [-0.1, -0.4, 0.0], [0.1, 0.1, 0.0], [-0.2, 0.6, -0.2], [0.1, 0.1, -0.1], [0.0, 0.0, 0.0], [-0.2, -0.1, 0.2], [0.4, 0.1, 0.2], [0.3, 0.1, 0.0], [-0.2, 0.0, 0.0], [-0.3, -0.3, -0.3], [0.2, 0.1, 0.1], [-0.1, 0.1, 0.1], [-0.1, 0.1, 0.2], [0.0, -0.6, -0.3], [0.0, 0.2, 0.0], [0.0, 0.1, 0.3], [0.0, -0.1, -0.2], [0.0, -0.1, -0.1], [-0.3, 0.0, -0.2], [0.2, 0.1, 0.1], [-0.2, 0.1, -0.1], [0.1, -0.1, -0.2], [-0.1, -0.1, 0.2], [0.0, 0.1, 0.1], [0.5, -0.2, 0.4], [-0.2, 0.1, -0.3], [-0.1, 0.0, 0.0], [0.2, 0.1, 0.0], [-0.2, -0.1, 0.0], [-0.1, 0.0, -0.1]]}